Record 1
C35H45GeN4OPPbS2Si3 | ωB97M-V with the def2-TZVPD basis set

Geometry as XYZ:
```
93
C35H45GeN4OPPbS2Si3, DFT ωB97M-V with the def2-TZVPD basis set
Pb 2.418 -0.523 -1.603
N 1.544 -1.045 1.049
C 2.686 -1.163 1.881
C 2.723 -2.195 2.875
C 3.771 -2.297 3.751
C 4.851 -1.406 3.625
C 4.860 -0.446 2.662
C 3.782 -0.333 1.758
P 3.804 0.820 0.359
C 3.383 2.524 0.802
C 2.040 2.819 0.754
C 1.601 4.057 1.134
C 2.503 5.034 1.515
C 3.843 4.707 1.641
C 4.311 3.457 1.261
C 5.418 0.843 -0.543
C 5.816 1.895 -1.319
C 6.904 1.753 -2.180
C 7.635 0.595 -2.242
C 7.253 -0.483 -1.393
C 6.157 -0.358 -0.593
H 1.009 -1.894 1.053
H 0.912 -0.278 1.254
H 1.847 -2.786 3.023
H 3.757 -3.079 4.517
H 5.670 -1.442 4.349
H 5.723 0.234 2.575
H 1.339 2.041 0.416
H 0.533 4.307 1.064
H 2.134 6.021 1.763
H 4.503 5.476 1.958
H 5.400 3.265 1.310
H 5.309 2.844 -1.272
H 7.203 2.590 -2.828
H 8.466 0.525 -2.917
H 7.827 -1.406 -1.356
H 5.887 -1.166 0.098
S 2.358 1.778 -2.807
C 0.796 2.385 -2.335
C 0.643 3.795 -2.460
C -0.580 4.412 -2.449
C -0.648 5.830 -2.675
N -0.658 6.965 -2.801
C -1.743 3.628 -2.197
C -1.628 2.274 -1.953
C -0.359 1.665 -1.989
S -0.394 -0.158 -1.771
C -3.022 4.222 -2.138
N -4.082 4.635 -1.990
H 1.515 4.384 -2.830
H -2.496 1.650 -1.811
O -0.971 0.499 0.703
N -1.343 -0.209 -0.333
C -4.424 -3.885 -1.820
Si -3.170 -2.558 -2.255
C -1.540 -3.320 -2.776
C -3.911 -1.361 -3.504
Ge -2.923 -1.443 -0.106
Si -2.182 -2.907 1.682
C -0.782 -3.959 1.048
C -1.607 -1.790 3.089
C -3.591 -3.997 2.274
Si -4.910 -0.218 0.581
C -5.591 0.613 -0.958
C -6.138 -1.500 1.060
C -4.449 0.985 1.933
H -4.557 -4.637 -2.583
H -5.383 -3.379 -1.671
H -4.191 -4.426 -0.895
H -1.717 -4.041 -3.584
H -1.121 -3.881 -1.924
H -0.792 -2.586 -3.094
H -4.308 -1.938 -4.373
H -3.173 -0.662 -3.817
H -4.725 -0.868 -2.982
H -0.193 -3.568 0.222
H -1.159 -4.921 0.678
H -0.071 -4.209 1.800
H -0.546 -1.533 2.893
H -1.656 -2.317 4.058
H -2.118 -0.857 3.151
H -3.830 -4.778 1.559
H -4.482 -3.467 2.581
H -3.155 -4.474 3.161
H -5.882 -0.184 -1.647
H -4.928 1.292 -1.408
H -6.557 1.106 -0.746
H -6.061 -2.365 0.389
H -7.120 -1.075 0.857
H -6.149 -1.799 2.080
H -3.677 1.683 1.649
H -4.090 0.438 2.811
H -5.356 1.528 2.223
```

Computed properties:
Multiplicity: 2
Largest force on an atom in eV/Å: 2.11
Charge: +1
E_LUMO (alpha / beta) in eV: -3.060 / -3.664
Kohn-Sham gap (alpha / beta) in eV: 7.6 / 7.2
<S²>: 0.7560

***

Record 2
C2H4Cl2OS | ωB97M-V with the def2-TZVPD basis set

Geometry as XYZ:
```
10
C2H4Cl2OS, DFT ωB97M-V with the def2-TZVPD basis set
C -0.791 1.131 0.295
C 0.458 0.450 0.203
O 0.388 0.797 -2.262
S 1.225 0.254 -1.213
Cl 1.338 0.061 1.614
Cl 0.294 -2.569 0.397
H -0.938 1.756 1.109
H -0.935 1.703 -0.627
H -1.460 0.364 0.283
H 0.421 -3.946 0.203
```

Computed properties:
Largest force on an atom in eV/Å: 3.35
Relative energy (zero: lowest compared OMol25 entry of this formula, charge and spin) in kJ/mol: 76.2
Charge: 0
E_LUMO in eV: -0.076
Kohn-Sham gap in eV: 8.9

***

Record 3
C3HF3O | ωB97M-V with the def2-TZVPD basis set

Geometry as XYZ:
```
8
C3HF3O, DFT ωB97M-V with the def2-TZVPD basis set
O -0.918 -2.365 0.806
C -0.292 -1.760 0.068
C 0.306 -0.867 -0.663
C 1.728 -0.291 -0.466
F 2.567 -1.070 0.362
F 2.389 -0.068 -1.556
F 1.608 0.892 0.158
H -0.117 -0.663 -1.770
```

Computed properties:
Largest force on an atom in eV/Å: 4.68
Relative energy (zero: lowest compared OMol25 entry of this formula, charge and spin) in kJ/mol: 40.8
Charge: 0
E_LUMO in eV: 0.162
Kohn-Sham gap in eV: 10.4

***

Record 4
C4H8N2O | ωB97M-V with the def2-TZVPD basis set

Geometry as XYZ:
```
15
C4H8N2O, DFT ωB97M-V with the def2-TZVPD basis set
C 0.463 1.555 0.588
C 0.553 0.232 -0.189
C -0.394 -0.242 -1.090
N 0.043 -1.505 -1.321
C 1.235 -1.740 -0.667
N 1.633 -0.594 -0.087
H -0.573 1.934 0.744
H 1.107 1.547 1.485
H 0.996 2.396 0.045
H -1.317 0.213 -1.476
H -0.374 -2.117 -2.016
H 1.869 -2.637 -0.632
O -1.645 0.704 1.478
H -1.861 0.260 2.300
H -1.737 -0.006 0.836
```

Computed properties:
Largest force on an atom in eV/Å: 2.93
Relative energy (zero: lowest compared OMol25 entry of this formula, charge and spin) in kJ/mol: 203.7
Charge: 0
E_LUMO in eV: 0.720
Kohn-Sham gap in eV: 9.1

***

Molar mass in g mol⁻¹, matching the order above: 996.9 147.0 110.0 100.1